Here is a structure of composition C25H48BNP2Tl from OMol25. Energies are from ωB97M-V/def2-TZVPD.

spin multiplicity: 1
charge: +1
strongest force on any atom: 1.97 eV Å⁻¹
E_HOMO (alpha / beta): -10.48 / -10.46 eV

```
78
C25H48BNP2Tl | OMol25 | ωB97M-V/def2-TZVPD
Tl 0.154 0.704 -0.182
C -1.357 -1.891 -2.031
C -0.272 -1.207 -2.644
C 0.602 -2.872 -1.308
C -0.817 -2.942 -1.236
C 0.941 -1.812 -2.192
C -2.785 -1.534 -2.141
H -2.937 -0.457 -2.298
H -3.328 -1.825 -1.232
H -3.263 -2.053 -2.986
C -1.573 -3.939 -0.448
H -2.655 -3.788 -0.541
H -1.296 -3.900 0.614
H -1.346 -4.958 -0.806
C 1.556 -3.706 -0.552
H 1.998 -4.495 -1.183
H 1.066 -4.202 0.295
H 2.383 -3.096 -0.151
C 2.316 -1.378 -2.525
H 2.667 -1.852 -3.452
H 3.026 -1.659 -1.738
H 2.387 -0.291 -2.673
C -0.407 -0.029 -3.532
H -0.766 -0.305 -4.534
H 0.538 0.505 -3.676
H -1.134 0.696 -3.135
C -0.671 3.488 0.046
C -1.271 3.079 -1.097
C -1.095 3.748 -2.424
C 0.283 3.653 -3.155
C 1.377 2.865 -2.492
C 1.959 3.242 -1.344
C 1.631 4.544 -0.667
C 0.297 4.628 0.136
H -1.361 4.815 -2.338
H 0.609 4.687 -3.365
H -1.844 3.306 -3.099
H -0.203 5.576 -0.132
H -0.959 3.044 1.008
H -2.047 2.301 -1.069
H 0.575 4.731 1.196
H 2.448 4.751 0.043
H 2.772 2.656 -0.891
H 1.646 5.378 -1.391
H 0.100 3.191 -4.139
H 1.756 2.008 -3.063
P -2.340 -0.252 1.752
C -3.412 -1.717 2.074
H -4.222 -1.405 2.747
H -2.823 -2.522 2.526
H -3.840 -2.074 1.128
C -2.135 0.367 3.471
H -3.085 0.248 4.006
H -1.845 1.425 3.447
H -1.343 -0.220 3.946
C -3.670 0.905 1.228
H -3.284 1.931 1.194
H -4.494 0.832 1.951
H -4.021 0.617 0.229
P 2.375 0.031 1.793
C 3.866 0.157 0.723
H 4.640 0.761 1.219
H 3.583 0.638 -0.225
H 4.263 -0.843 0.509
C 2.565 1.625 2.690
H 2.751 2.439 1.974
H 3.410 1.548 3.390
H 1.641 1.840 3.245
C 2.915 -1.184 3.060
H 3.890 -0.896 3.481
H 2.979 -2.177 2.587
H 2.148 -1.227 3.847
B -0.425 -4.551 2.805
C -0.249 -3.013 2.625
N -0.108 -1.855 2.511
H 0.180 -5.151 1.916
H -1.626 -4.826 2.775
H 0.021 -4.856 3.898
```